1.
Density functional theory data (ωB97M-V with the def2-TZVPD basis set) for a structure of composition C27H41Br12NO3.

Lowest unoccupied orbital energy (eV): -1.3
Total energy (Eh): -32221.78004
Orbital gap (Ha): 0.28455

The geometry in XYZ format:
```
84
Properties=species:S:1:pos:R:3:forces:R:3:mulliken_charge:R:1
Br -6.68344 3.91692 2.48538 0.2 0.1 -0.4 0.00
Br -5.02056 5.69557 0.38843 -0.3 -0.2 0.1 -0.04
Br -6.21648 -0.18316 2.58738 -0.3 0.0 0.1 0.04
Br -5.75604 2.64535 -0.31374 -0.1 0.3 0.2 0.00
Br 9.77983 -1.59341 7.45772 -0.2 -0.1 -0.3 -0.01
Br 7.82040 0.63263 0.47342 0.1 0.4 0.4 -0.03
Br 7.07363 3.33071 2.04722 -0.1 -0.4 -0.1 -0.03
Br 6.44332 0.47243 3.36921 0.2 0.2 -0.3 0.03
Br 9.43946 -3.86040 5.20793 -0.1 0.3 0.2 -0.01
Br 6.91324 -2.08853 6.09740 0.3 0.0 0.0 -0.03
Br -9.18515 -1.13946 1.81590 0.2 0.2 0.2 -0.02
Br -8.76031 1.18679 3.98953 0.1 -0.3 -0.1 -0.03
O 0.50950 0.39551 0.72503 -1.9 0.4 -3.7 -0.74
O -2.31191 5.34386 -3.22554 2.4 -1.2 3.8 -0.52
O -3.43922 1.44376 -2.74783 3.6 -1.2 1.6 -0.69
N -2.01597 1.03653 2.43998 -0.2 0.6 -0.3 -0.54
C -0.42266 -0.37571 -1.48619 -1.6 0.5 -1.1 0.32
C 8.83643 -2.13378 5.85225 0.1 0.1 -0.1 -0.25
C 4.51668 -1.61912 -2.16030 0.1 0.9 0.2 -1.01
C 0.47375 -1.67901 -1.60908 1.2 0.2 1.4 -0.24
C -3.48024 -3.03115 -2.65281 -0.5 -0.9 0.5 0.44
C -6.30399 4.25837 0.61493 -0.1 -0.1 0.0 -0.41
C -2.52338 3.85686 -1.27878 -0.3 -0.4 0.2 -0.53
C -0.75808 2.17412 -0.33426 -1.3 -0.1 -1.7 0.60
C 4.88783 -2.32383 0.41254 -0.3 0.6 0.4 -0.38
C -1.76040 4.93778 -2.16690 -2.6 0.1 -2.7 -0.10
C 4.11312 -1.87083 1.75584 -0.1 -1.2 -0.2 -0.71
C -3.39529 -1.66546 -3.47938 -0.5 -0.5 0.1 -0.83
C 3.03416 -2.23664 -2.20574 0.6 0.1 0.2 -0.75
C -2.40548 -4.15003 -3.10210 -0.5 0.3 -0.3 -1.15
C -3.51391 -2.81003 -1.04224 -1.1 0.1 -0.9 -1.01
C -2.34429 1.22573 -2.16184 -1.9 1.4 -0.8 0.35
C -1.83120 2.42572 -1.22005 2.2 -0.7 1.3 0.83
C 4.96251 -1.14512 -0.68518 0.6 -0.7 -0.1 0.28
C 2.04277 -1.32861 -1.31805 -0.6 0.2 -1.2 -0.22
C -0.15810 0.68513 -0.31160 1.1 0.1 2.3 0.62
C -0.51575 3.08645 2.18670 -0.1 0.6 -0.3 -0.48
C -0.12342 3.28368 0.64205 0.8 -1.1 -0.5 -1.00
C -1.49498 -0.12288 -2.37120 1.0 0.3 1.1 -0.16
C -8.03571 -0.43466 3.21002 0.1 -0.1 0.0 -0.34
C -2.01492 2.52749 2.38730 0.9 0.4 -0.1 -0.05
C 6.59980 1.47913 1.71956 -0.1 0.0 0.0 -0.11
C -1.92778 -1.03841 -3.60527 -0.6 1.2 -0.2 -0.77
H 4.06549 -0.74077 1.90040 0.2 -1.6 -0.1 0.08
H -1.09260 0.69290 2.72693 -0.6 0.2 -0.3 0.27
H -0.75676 5.35622 -1.80843 -1.1 -0.5 -0.4 0.27
H 3.04405 -2.30491 1.73448 1.5 0.9 0.1 0.26
H -2.87617 -5.20138 -3.12789 0.6 1.7 0.1 0.34
H -2.22491 0.65150 1.50831 0.3 0.3 0.7 0.25
H -0.37179 4.10466 2.70110 -0.3 -1.4 -0.7 0.44
H -1.96039 -0.32892 -4.51627 0.1 -1.0 1.4 0.41
H 1.02031 3.14653 0.56940 -1.7 0.2 0.0 0.33
H 0.45991 -2.18104 -2.62775 -0.5 0.9 1.3 0.09
H 2.16310 -0.23757 -1.67982 0.1 -1.6 0.7 0.26
H -3.78848 -1.87279 -4.54343 0.8 0.2 1.5 0.32
H 2.25027 -1.39304 -0.19863 -0.2 0.2 -1.7 -0.09
H 9.07623 -1.40418 5.08073 -0.1 -0.2 0.2 0.28
H 3.05836 -3.32553 -1.83743 -0.2 1.6 -0.4 0.26
H -2.61925 -2.22367 -0.65587 -1.1 -0.9 -0.4 0.05
H -1.52516 -4.20192 -2.38226 -0.9 0.2 -1.1 0.19
H -2.58783 4.30085 -0.21625 0.2 -0.9 -1.6 0.07
H -2.07694 -3.88928 -4.17701 -0.2 -0.6 1.7 0.29
H -3.61262 3.72133 -1.64276 2.1 0.4 0.3 0.28
H -4.16882 -0.95176 -3.01567 1.5 -0.8 -0.7 0.34
H 5.61657 1.47994 1.25156 0.2 0.0 0.1 0.14
H 0.19234 -2.44838 -0.79682 0.0 1.1 -1.4 0.25
H 6.06159 -0.79020 -0.71567 -2.0 -0.6 -0.2 -0.28
H -4.51269 -3.48951 -2.89600 1.5 0.8 0.3 0.38
H -3.67641 -3.80945 -0.49072 0.6 1.5 -0.9 0.37
H -4.48191 -2.20897 -0.85176 1.6 -0.7 -0.1 0.30
H 5.31143 -2.31216 -2.61941 -1.3 0.8 0.8 0.33
H 5.94887 -2.62248 0.69665 -1.3 0.3 -0.4 0.43
H 4.34798 -3.25361 0.02797 0.9 1.3 0.3 0.20
H 4.54043 -0.66514 -2.81106 -0.2 -1.4 0.9 0.32
H -7.23382 4.58904 0.15615 0.3 -0.1 0.1 0.47
H -8.00104 -1.18047 4.00170 0.0 0.2 -0.2 0.34
H 4.34919 -0.24826 -0.32190 0.7 -1.3 -0.7 0.18
H -0.32101 4.34102 0.24050 -0.1 -1.7 0.7 0.11
H 0.25334 2.38086 2.65851 -1.3 0.9 -0.6 0.16
H 4.63670 -2.39762 2.62690 -0.8 1.1 -1.0 0.23
H 2.72536 -2.27772 -3.31403 0.2 0.2 1.7 0.40
H -2.43109 2.99011 3.34087 0.4 -0.8 -1.2 0.29
H -1.17902 -1.84923 -3.87407 -0.9 1.1 0.7 0.26
H -2.67059 2.84471 1.51111 0.8 -0.2 1.2 -0.21
```
Forces are in eV/Å.

---

2.
Density functional theory data (ωB97M-V with the def2-TZVPD basis set) for a cluster of 2 separate species, C2H11ClSi3 in total.

Energy above the lowest of the compared OMol25 structures with the same formula, charge and spin (kJ/mol): 171.8
Lowest unoccupied orbital energy (eV): -1.6
Total energy (Eh): -1411.37550
Orbital gap (Ha): 0.26285

The geometry in XYZ format:
```
17
Properties=species:S:1:pos:R:3:forces:R:3:mulliken_charge:R:1
Cl 4.19380 1.34261 0.36341 0.7 0.2 -0.3 -0.29
Si -3.25070 0.06559 0.76144 -2.0 -1.5 0.1 0.30
Si 2.54698 0.12381 0.41475 -0.7 -0.1 0.8 0.56
Si -3.15670 1.95916 -0.57477 -0.2 0.5 -0.5 0.09
C 2.85383 -1.48018 -0.50428 -1.8 -1.6 -1.3 -0.95
C 1.20898 1.22947 -0.36248 2.0 -1.4 3.5 -1.08
H 3.81890 -1.88980 -0.34681 1.3 0.0 0.4 0.33
H 0.29284 0.82783 -0.45303 -3.2 -2.1 -0.6 0.31
H 2.19295 -2.40019 -0.15569 0.8 2.1 -0.8 0.27
H 1.56628 1.46750 -1.27145 1.2 1.5 -3.1 0.38
H -4.23273 -0.33913 1.89091 0.5 0.5 -0.8 -0.10
H -4.61107 2.38306 -0.60850 0.0 -0.1 0.1 -0.06
H -3.17806 -1.17876 -0.12304 0.0 0.6 0.2 -0.08
H -1.96876 0.17850 1.31667 1.6 0.0 0.9 -0.14
H 1.00469 2.00955 0.31510 0.4 1.6 0.5 0.31
H 2.48362 -0.07461 1.94044 -0.4 -0.1 -1.1 -0.13
H 2.80221 -1.39335 -1.66256 -0.3 0.0 1.9 0.28
```
Forces are in eV/Å.

---

3.
Density functional theory data (ωB97M-V with the def2-TZVPD basis set) for the molecule C6H15NO5Si.

Energy above the lowest of the compared OMol25 structures with the same formula, charge and spin (kJ/mol): 336.6
Lowest unoccupied orbital energy (eV): 0.4
SMILES: CCO[Si](OCC)(OCC)[N+](=O)[O-]
Total energy (Eh): -958.04616
Orbital gap (Ha): 0.38387

The geometry in XYZ format:
```
28
Properties=species:S:1:pos:R:3:forces:R:3:mulliken_charge:R:1
Si -0.13697 -0.28381 0.27208 -1.8 3.4 2.6 0.01
O 1.37332 -0.32958 -0.13508 1.7 0.3 -0.3 0.01
O 0.00678 -2.89878 0.27834 0.3 -0.4 -0.3 -0.60
O -1.06091 0.03796 -0.97942 -0.7 -0.1 -0.4 -0.16
O -0.67098 1.00405 1.56431 0.7 -3.7 -3.5 -0.45
O -1.09605 -2.13528 1.95386 -0.3 -0.1 0.6 -0.59
N -0.42680 -1.99225 0.95615 -0.2 0.6 -0.3 1.03
C -2.47656 0.34274 -1.20656 2.0 -2.3 -1.8 -0.18
C 1.46025 2.01472 2.07616 1.2 0.6 1.6 -0.82
C -3.29765 -0.85814 -0.84944 -0.7 -1.4 -1.4 -0.99
C 0.19683 1.34141 2.60414 0.7 -0.4 0.4 -0.18
C 2.22806 -1.04605 -2.27334 1.9 -0.1 2.8 -1.21
C 2.23812 0.04449 -1.25500 -0.4 0.8 1.4 -0.26
H 1.28563 -1.37132 -2.54748 -2.0 -1.1 0.3 0.35
H -3.10319 -1.17297 0.18734 -0.6 0.2 -0.3 0.27
H -4.36521 -0.63678 -1.10031 0.6 -0.1 0.8 0.36
H -2.49457 0.54981 -2.29187 -0.3 0.0 0.5 0.25
H -2.68651 1.19107 -0.66655 -0.7 1.9 1.3 0.29
H 2.53031 -0.59145 -3.13434 1.8 0.8 -2.6 0.44
H 1.80340 2.79489 2.89346 -0.1 -1.8 -1.5 0.32
H 2.19526 1.17362 1.86498 -0.4 1.5 0.3 0.18
H 2.93155 -1.77732 -1.82426 -0.7 -0.2 -1.1 0.27
H 1.30704 2.61524 1.17178 -0.2 -0.3 0.1 0.21
H 1.96833 1.02124 -1.63869 -0.8 0.1 -0.2 0.36
H -3.08284 -1.75990 -1.53514 0.1 1.4 1.0 0.26
H -0.37978 2.01285 3.22624 0.0 0.2 0.4 0.34
H 0.51073 0.44497 3.22065 -0.5 0.8 -0.4 0.20
H 3.24241 0.26456 -0.83199 -0.5 -0.7 -0.1 0.29
```
Forces are in eV/Å.

---

4.
Density functional theory data (ωB97M-V with the def2-TZVPD basis set) for a structure of composition C5H10INO2S.

Energy above the lowest of the compared OMol25 structures with the same formula, charge and spin (kJ/mol): 360.3
Lowest unoccupied orbital energy (spin up / spin down) (eV): -0.4 / -0.4
Total energy (Eh): -1097.46059
Orbital gap (spin up / spin down) (Ha): 0.30565 / 0.30562

The geometry in XYZ format:
```
20
Properties=species:S:1:pos:R:3:forces:R:3:mulliken_charge:R:1
I 2.25521 1.04939 -0.14800 0.2 0.1 -0.3 0.09
S 0.78874 -1.61901 0.13099 1.0 0.3 -1.2 1.15
O 0.42294 -1.14566 1.44094 0.2 0.0 0.1 -0.57
O -0.16224 -2.44031 -0.56759 -0.4 -0.6 0.0 -0.67
N 1.05415 -0.37229 -1.02510 -1.2 -0.3 1.4 -0.58
C -1.00120 0.31508 -1.16384 2.7 -1.9 2.9 -0.71
C -1.02020 1.60805 -0.56174 -1.3 0.8 -3.5 0.20
C -2.22963 2.00686 0.32267 1.1 -0.3 0.6 -0.85
C -0.87114 1.82261 0.82044 2.3 -0.1 4.8 -0.28
C 2.31942 -2.65220 0.26244 -1.4 2.0 2.8 -1.06
H -0.90334 0.22308 -2.17840 -0.2 -0.2 -2.5 0.36
H -0.66133 0.96204 1.47735 -0.4 0.1 -0.7 0.13
H -1.18045 -0.64734 -0.62201 -0.9 1.4 -0.5 0.52
H -2.53397 2.98922 0.25280 -0.7 1.9 -0.7 0.28
H -0.13818 2.58029 1.18558 -1.3 0.0 -0.6 0.31
H -0.83701 2.47900 -1.22191 0.4 -0.9 0.3 0.33
H -2.98925 1.36178 0.64191 -0.7 -1.2 0.1 0.29
H 1.91603 -3.55932 0.67209 0.0 -0.5 0.1 0.37
H 2.70950 -2.75954 -0.66940 1.0 -0.5 -2.7 0.35
H 3.06195 -2.20173 0.95080 -0.6 -0.1 -0.4 0.33
```
Forces are in eV/Å.

---

5.
Density functional theory data (ωB97M-V with the def2-TZVPD basis set) for a cluster of 6 separate species, C32H50Cl10O3 in total.

Lowest unoccupied orbital energy (eV): -0.8
SMILES: COCCCCCCCCCCCc1ccc2c(c1)C(=O)C=CC2=O.ClCCCl.ClCCCl.ClCCCl.ClCCCl.ClCCCl
Total energy (Eh): -6076.93889
Orbital gap (Ha): 0.31636

The geometry in XYZ format:
```
95
Properties=species:S:1:pos:R:3:forces:R:3:mulliken_charge:R:1
Cl 9.86337 -1.34877 -9.46188 0.0 0.0 0.0 -0.19
Cl -3.65108 2.11561 2.91835 -0.2 0.2 0.4 -0.12
Cl -5.55062 -0.84322 0.27665 0.1 -0.1 0.0 -0.02
Cl -6.50853 -2.43411 3.12778 0.0 0.0 0.0 -0.18
Cl 4.46896 1.72052 -3.83294 0.0 0.0 0.0 -0.18
Cl 6.81806 -2.86220 -9.22063 0.0 0.0 0.0 -0.19
Cl -4.04173 7.57019 1.65091 0.0 0.0 0.0 -0.18
Cl 5.57926 -1.38705 -4.68327 0.1 0.0 0.0 -0.25
Cl -5.80107 3.81625 0.90318 0.1 -0.1 -0.1 -0.22
Cl -7.18604 7.97372 2.90066 0.0 0.0 0.0 -0.19
O -3.17615 0.41520 -3.86913 0.2 -0.8 0.5 -0.56
O 1.21856 -1.34610 -2.87998 -0.8 -0.3 0.3 -0.46
O 4.61758 0.52100 0.58347 -0.3 -0.2 0.2 -0.41
C -1.91974 -0.08666 -1.88467 -0.8 -0.4 -1.7 1.44
C 8.54753 -0.93897 -8.33040 0.0 0.1 0.1 -0.43
C -0.80503 0.34033 0.53877 0.6 0.8 1.7 0.28
C 4.20357 -0.77513 0.15038 0.1 0.3 -0.2 0.37
C -0.10453 -0.37459 -0.39245 0.9 -0.3 -0.3 0.30
C -0.53173 -2.85322 3.69344 0.7 0.6 -0.3 -1.25
C -6.20559 2.48045 2.01101 -0.2 0.0 0.0 -0.07
C -7.57421 -1.70236 1.90214 -0.1 0.0 0.0 -0.35
C -2.05387 0.84370 0.26967 -0.5 0.4 0.2 0.23
C -0.53162 -1.89491 2.47104 -0.7 -0.3 0.6 -0.01
C 3.47481 -1.93811 2.29886 0.6 0.7 -0.3 0.73
C -2.62883 0.62855 -0.96178 -0.6 0.5 0.3 -1.78
C 0.01378 -1.39684 -2.68633 0.6 0.1 -0.1 -0.01
C 4.11773 -1.89393 3.69127 -0.8 -0.9 0.3 -0.90
C 3.76770 1.52581 0.07466 0.0 0.2 0.0 -0.32
C -5.36018 2.50120 3.25694 -0.1 0.0 0.2 -0.56
C -0.23873 0.57375 1.92534 -0.3 -1.3 0.1 -0.64
C -7.01469 -1.83401 0.50819 -0.1 0.0 -0.1 -0.64
C -0.92178 -2.22810 -3.51590 0.0 0.0 0.3 -0.67
C -2.50104 -0.38211 -3.24390 -0.2 0.5 -0.1 -0.10
C 3.79833 0.65102 -5.09258 -0.1 0.0 -0.1 -0.52
C -0.90248 -0.45154 2.89686 0.5 -0.2 -1.3 -1.03
C 0.90691 -3.10977 4.16486 -0.3 -0.2 0.7 -0.54
C 3.89111 -0.80312 -4.71113 -0.2 -0.1 0.0 -0.06
C -6.58342 8.52282 1.31501 0.0 0.1 -0.1 -0.44
C -2.12586 -1.73853 -3.77427 -0.3 0.2 0.1 -0.51
C 1.64977 -1.83327 4.58744 -0.1 -0.4 0.5 -0.05
C -0.67077 -0.59332 -1.61911 0.5 -0.6 -0.6 0.18
C -5.56857 7.57321 0.73206 0.0 0.0 -0.1 -0.13
C 4.55944 -1.82568 1.19419 -0.4 0.4 0.1 -1.09
C 7.77266 -2.15444 -7.89113 0.0 0.0 0.2 -0.04
C 3.14049 -2.05823 4.89760 -0.2 0.7 -0.3 -1.07
H -0.57292 -0.27493 3.91923 -0.3 0.1 0.0 0.59
H -7.75034 -1.48887 -0.21694 0.0 0.0 0.0 0.29
H 4.72664 -2.77157 0.67663 0.1 -0.1 0.2 0.39
H 4.28576 2.48002 0.17370 0.0 0.0 0.0 0.30
H 4.83431 -2.71841 3.75138 0.3 0.3 0.0 0.21
H -6.76071 -2.86496 0.27466 0.1 0.0 0.1 0.37
H -2.84724 -2.31621 -4.34128 0.0 0.3 -0.2 0.40
H 4.63374 -0.93946 3.79736 0.2 -0.1 -0.1 0.38
H 2.85591 -1.04195 2.17475 -0.2 -0.1 0.2 -0.30
H -0.66091 -3.21888 -3.87044 0.4 0.2 0.0 0.44
H -7.25579 2.59613 2.27827 0.0 0.1 0.1 0.39
H -3.62279 0.99124 -1.19176 0.1 0.1 -0.1 0.83
H -5.72060 1.75114 3.95990 0.0 -0.1 -0.1 0.29
H -1.05656 -2.34122 4.50771 -0.1 -0.2 0.0 0.40
H -5.39240 3.47264 3.74484 0.1 0.0 -0.1 0.39
H 2.82879 -2.80010 2.13478 0.1 -0.1 0.1 0.20
H 3.41232 -1.29848 5.63681 0.1 -0.1 0.0 0.36
H 3.11684 -0.73539 -0.00800 0.1 -0.3 -0.1 -0.45
H 9.00977 -0.46742 -7.46452 0.0 -0.1 0.0 0.30
H -0.41224 1.58904 2.28106 0.2 0.1 -0.2 0.61
H 0.83685 -3.72302 5.07402 0.2 -0.1 -0.1 0.45
H 1.17840 -1.52726 5.53040 0.0 0.2 -0.1 0.44
H 7.06773 -1.87745 -7.10871 0.0 0.1 0.0 -0.06
H 0.44200 -1.91929 1.97358 0.0 0.0 0.1 -0.20
H -5.32356 7.87492 -0.28539 0.0 0.1 0.0 0.30
H -8.53093 -2.21877 1.96312 0.0 0.0 0.0 0.34
H -1.98300 -0.35756 2.76925 0.0 0.2 0.6 0.62
H -7.44606 8.58754 0.65345 0.0 -0.1 0.0 0.29
H 5.47770 -1.47698 1.67396 0.2 -0.3 -0.2 0.48
H 0.82137 0.30509 1.87697 0.1 0.5 0.3 -0.37
H 7.90287 -0.21007 -8.81549 0.0 -0.1 -0.1 0.32
H 3.51618 1.36136 -0.98018 0.1 0.0 0.1 0.11
H -1.05920 -3.78829 3.50011 0.1 0.0 -0.1 0.35
H 2.75312 0.92807 -5.22102 0.0 0.0 0.1 0.29
H 8.43070 -2.92736 -7.50148 0.0 0.0 -0.1 0.33
H -1.26694 -2.26663 1.75291 0.1 0.2 -0.1 0.62
H 3.45547 -0.98663 -3.73387 0.1 0.0 0.0 0.00
H 4.69635 -0.96465 -0.81230 -0.1 -0.1 0.0 0.43
H 2.82978 1.58816 0.64594 0.0 -0.1 0.0 0.10
H -6.17012 9.52073 1.43938 0.0 0.0 0.1 0.33
H -7.72910 -0.65993 2.17139 0.1 0.0 0.0 0.22
H 4.32514 0.85556 -6.02187 0.1 0.0 0.1 0.38
H 1.48122 -3.71090 3.45511 -0.1 0.2 -0.2 0.25
H -5.94623 6.55376 0.70432 0.0 0.0 0.1 0.05
H 3.24632 -3.01914 5.40797 0.1 -0.1 -0.2 0.36
H 1.49514 -1.00447 3.89577 0.2 -0.1 -0.1 -0.11
H -6.09194 1.54848 1.46566 0.1 0.0 0.0 -0.14
H 3.35915 -1.41055 -5.44153 0.0 0.0 0.0 0.34
H -2.55522 1.41123 1.05297 0.1 -0.3 -0.6 -0.16
H 0.88348 -0.77337 -0.19180 0.0 0.1 0.1 0.10
```
Forces are in eV/Å.